No. 1
{"formula": "C4H9NO2", "method": "the ωB97M-V functional and the def2-TZVPD basis", "elements": ["O", "C", "C", "C", "N", "C", "O", "H", "H", "H", "H", "H", "H", "H", "H", "H"], "coordinates": [[2.447, 0.287, -0.981], [1.267, -0.247, -0.715], [-0.095, 0.349, -0.527], [-0.244, 1.880, -0.992], [-1.052, -0.763, -0.253], [-1.085, -0.944, 1.221], [-0.018, -1.770, 1.726], [1.194, -1.443, -0.642], [0.915, 0.329, 0.347], [-0.455, 2.568, -0.142], [-0.800, 2.068, -1.825], [0.872, 2.058, -1.254], [-0.855, -1.657, -0.814], [-1.960, -1.449, 1.608], [-1.049, 0.050, 1.679], [0.920, -1.317, 1.565]], "forces_ev_per_a": [[-4.7, -1.6, 0.8], [4.3, -1.0, -3.3], [1.8, -1.2, -0.7], [4.2, -1.7, 3.7], [0.7, 1.4, 0.4], [0.7, -0.6, -0.3], [2.5, 1.7, -0.7], [0.3, 2.4, 0.2], [-2.2, 0.8, 1.2], [-0.3, -0.6, -0.7], [-1.9, 0.0, -2.1], [-1.8, 0.0, 0.2], [-0.2, 1.9, 1.4], [-0.3, -0.2, -0.4], [-0.1, -0.1, -0.2], [-3.1, -1.4, 0.5]], "homo_ha": -0.3477, "mol_weight_g_mol": 103.12, "e_above_lowest_kj_mol": 532.8, "lumo_energy_ev": 0.57, "largest_force_ev_per_a": 5.80}

No. 2
{"formula": "C3H9N3", "method": "the ωB97M-V functional and the def2-TZVPD basis", "elements": ["C", "C", "N", "C", "N", "N", "H", "H", "H", "H", "H", "H", "H", "H", "H"], "coordinates": [[-0.322, -1.550, -1.941], [0.541, -0.487, -1.226], [0.326, -0.558, 0.203], [-0.129, 0.573, 0.978], [0.763, 1.625, 0.962], [-1.294, 0.480, 1.406], [-0.017, -2.572, -1.733], [-0.172, -1.346, -3.005], [-1.361, -1.372, -1.673], [1.614, -0.566, -1.431], [0.280, 0.526, -1.535], [0.840, -1.291, 0.701], [1.516, 1.508, 0.308], [0.417, 2.426, 1.459], [-1.663, 1.353, 1.772]], "forces_ev_per_a": [[0.3, 0.5, -0.4], [-0.5, 0.6, 0.2], [1.4, 0.0, 0.0], [0.3, 1.5, -0.6], [-1.2, -2.3, 0.1], [-0.3, -0.6, 0.2], [0.0, 0.0, 0.1], [-0.2, -0.2, 0.1], [0.0, -0.2, -0.1], [0.1, -0.6, 0.1], [-0.4, -0.1, -0.1], [-0.7, -0.3, 0.1], [0.4, 1.1, 0.3], [0.7, 0.6, -0.4], [-0.1, -0.1, 0.2]], "homo_ha": [-0.5428, -0.5397], "mol_weight_g_mol": 87.13, "spin_multiplicity": 2, "s_squared": 0.7551, "charge": 1, "e_above_lowest_kj_mol": 81.9, "lumo_energy_ev": [-3.31, -8.11], "largest_force_ev_per_a": 2.62}

No. 3
{"formula": "BaCl3O12", "method": "the ωB97M-V functional and the def2-TZVPD basis", "elements": ["Ba", "Cl", "O", "O", "O", "O", "Cl", "O", "O", "O", "O", "Cl", "O", "O", "O", "O"], "coordinates": [[0.013, -0.893, 0.252], [-2.393, 0.119, -1.786], [-1.689, 1.211, -2.415], [-3.177, 0.673, -0.628], [-3.305, -0.602, -2.612], [-1.253, -0.595, -1.249], [2.767, -2.570, 1.165], [3.467, -1.844, 0.048], [1.548, -1.920, 1.005], [2.928, -3.876, 0.818], [3.399, -2.270, 2.415], [-0.415, 2.527, 0.608], [-0.217, 0.993, 0.781], [0.513, 3.218, 1.505], [-0.305, 3.057, -0.750], [-1.881, 2.775, 0.843]], "forces_ev_per_a": [[-0.9, -4.2, 1.4], [-3.3, 6.5, 1.0], [-1.3, -0.5, -1.0], [1.7, -1.9, -1.9], [1.0, -0.8, -0.3], [-4.4, -2.4, -5.5], [10.8, 4.9, -3.2], [0.3, -0.4, 1.4], [-0.2, -4.2, 5.0], [-1.8, -5.4, 0.1], [-1.3, -0.3, 0.4], [-4.4, 4.1, -0.6], [-0.3, 9.0, 1.4], [-1.1, -1.5, -0.8], [2.0, -1.9, 1.1], [3.2, -1.0, 1.5]], "homo_ha": -0.2654, "mol_weight_g_mol": 435.67, "charge": -1, "e_above_lowest_kj_mol": 712.6, "lumo_energy_ev": 1.97, "largest_force_ev_per_a": 12.30}

No. 4
{"formula": "C46H65BrF3N2O2P3S3ScSi", "method": "the ωB97M-V functional and the def2-TZVPD basis", "elements": ["Sc", "N", "P", "C", "C", "C", "C", "C", "C", "C", "C", "C", "C", "C", "C", "P", "C", "C", "C", "C", "C", "C", "C", "C", "C", "C", "C", "C", "H", "H", "H", "H", "H", "H", "H", "H", "H", "H", "H", "H", "H", "H", "H", "H", "H", "H", "H", "H", "H", "F", "C", "F", "F", "C", "C", "C", "C", "Si", "Br", "C", "C", "C", "C", "C", "C", "C", "C", "H", "H", "H", "H", "H", "H", "H", "H", "H", "H", "H", "H", "H", "H", "H", "H", "H", "H", "H", "H", "H", "H", "H", "H", "H", "H", "H", "C", "C", "C", "O", "P", "S", "S", "O", "C", "C", "C", "H", "H", "H", "H", "H", "H", "H", "H", "H", "H", "H", "H", "H", "H", "S", "C", "C", "N", "C", "H", "H", "H"], "coordinates": [[0.325, -0.242, -0.067], [2.996, -1.811, 1.399], [1.417, -1.892, 2.004], [1.541, -1.548, 3.774], [1.243, -0.259, 4.214], [1.391, 0.075, 5.551], [1.839, -0.879, 6.454], [2.139, -2.165, 6.023], [1.989, -2.502, 4.687], [0.949, -3.639, 1.886], [1.504, -4.430, 0.882], [1.071, -5.735, 0.703], [0.079, -6.257, 1.520], [-0.479, -5.473, 2.520], [-0.049, -4.169, 2.704], [3.058, -0.818, 0.039], [4.108, 0.587, 0.494], [4.592, 1.426, -0.512], [5.246, 2.601, -0.180], [5.425, 2.945, 1.156], [4.951, 2.112, 2.157], [4.286, 0.938, 1.829], [3.997, -1.681, -1.236], [5.374, -1.873, -1.114], [6.062, -2.589, -2.079], [5.380, -3.107, -3.175], [4.014, -2.910, -3.307], [3.321, -2.198, -2.338], [3.785, -2.316, 1.785], [0.889, 0.482, 3.505], [1.154, 1.074, 5.890], [1.952, -0.622, 7.499], [2.487, -2.907, 6.730], [2.210, -3.510, 4.358], [2.276, -4.029, 0.234], [1.510, -6.344, -0.077], [-0.258, -7.275, 1.379], [-1.253, -5.878, 3.160], [-0.491, -3.560, 3.484], [4.450, 1.163, -1.554], [5.622, 3.247, -0.962], [5.942, 3.861, 1.412], [5.095, 2.376, 3.197], [3.900, 0.300, 2.616], [5.911, -1.451, -0.272], [7.129, -2.738, -1.984], [5.921, -3.661, -3.931], [3.489, -3.304, -4.167], [2.257, -2.025, -2.449], [-1.047, -3.137, -0.681], [-0.281, -2.193, -1.166], [-0.288, -2.343, -2.466], [-1.371, -0.771, -0.998], [-4.576, 1.659, 2.671], [-4.773, 0.530, 1.648], [-4.070, 0.961, 0.354], [-6.283, 0.418, 1.364], [-4.117, -1.131, 2.324], [-1.778, -0.970, 2.191], [-4.527, -2.656, 1.252], [-4.436, -2.304, -0.242], [-5.959, -3.140, 1.549], [-3.565, -3.831, 1.488], [-4.367, -1.380, 4.208], [-3.518, -0.436, 5.075], [-3.986, -2.809, 4.629], [-5.849, -1.160, 4.566], [-4.864, 2.607, 2.206], [-3.538, 1.754, 3.001], [-5.192, 1.533, 3.560], [-4.436, 1.953, 0.070], [-4.259, 0.294, -0.483], [-2.988, 1.037, 0.458], [-6.655, 1.400, 1.057], [-6.861, 0.111, 2.238], [-6.499, -0.275, 0.551], [-5.218, -1.614, -0.556], [-4.563, -3.223, -0.822], [-3.470, -1.873, -0.510], [-6.708, -2.355, 1.435], [-6.055, -3.558, 2.552], [-6.212, -3.935, 0.842], [-2.539, -3.577, 1.228], [-3.872, -4.661, 0.844], [-3.575, -4.195, 2.513], [-2.450, -0.608, 4.936], [-3.750, -0.637, 6.125], [-3.721, 0.617, 4.896], [-2.953, -3.051, 4.367], [-4.640, -3.564, 4.194], [-4.077, -2.888, 5.716], [-6.159, -0.123, 4.433], [-5.998, -1.409, 5.620], [-6.523, -1.792, 3.986], [0.475, -0.174, -5.206], [-0.952, 0.291, -5.001], [-1.425, 1.261, -6.065], [-1.186, 0.859, -3.679], [-0.343, 1.875, -2.823], [-1.448, 2.701, -1.474], [1.282, 0.858, -2.026], [0.269, 2.817, -3.943], [1.257, 3.883, -3.867], [1.379, 4.512, -2.493], [2.575, 3.343, -4.383], [0.540, -0.672, -6.174], [0.777, -0.877, -4.431], [1.173, 0.665, -5.207], [-1.610, -0.579, -4.989], [-0.772, 2.130, -6.119], [-2.439, 1.597, -5.849], [-1.426, 0.763, -7.035], [0.866, 4.626, -4.563], [1.769, 3.797, -1.768], [0.421, 4.884, -2.134], [2.078, 5.347, -2.566], [2.970, 2.588, -3.701], [3.299, 4.154, -4.469], [2.448, 2.894, -5.368], [-0.447, 3.923, 2.142], [1.087, 3.911, 1.387], [1.354, 2.676, 0.905], [0.363, 1.743, 1.134], [-0.636, 2.284, 1.787], [1.701, 4.793, 1.324], [2.242, 2.395, 0.363], [-1.525, 1.737, 2.059]], "forces_ev_per_a": [[-0.5, 0.3, -0.1], [0.0, -0.1, 0.0], [-0.1, -0.1, -0.1], [0.0, 0.0, 0.0], [0.0, 0.0, 0.0], [0.0, 0.0, 0.0], [0.0, 0.0, 0.0], [0.0, 0.0, 0.0], [0.0, 0.0, 0.0], [0.0, 0.0, 0.0], [0.0, 0.0, 0.0], [0.0, 0.0, 0.0], [0.0, 0.0, 0.0], [0.0, 0.0, 0.0], [0.0, 0.0, 0.0], [0.0, 0.2, -0.1], [0.0, 0.0, 0.0], [0.0, 0.0, 0.0], [0.0, 0.0, 0.0], [0.0, 0.0, 0.0], [0.0, 0.0, 0.0], [0.0, 0.0, 0.0], [0.0, 0.0, 0.0], [0.0, 0.0, 0.0], [0.0, 0.0, 0.0], [0.0, 0.0, 0.0], [0.0, 0.0, 0.0], [0.0, 0.0, 0.0], [0.0, 0.0, 0.0], [0.0, 0.0, 0.0], [0.0, 0.0, 0.0], [0.0, 0.0, 0.0], [0.0, 0.0, 0.0], [0.0, 0.0, 0.0], [0.0, 0.0, 0.0], [0.0, 0.0, 0.0], [0.0, 0.0, 0.0], [0.0, 0.0, 0.0], [0.0, 0.0, 0.0], [0.0, 0.0, 0.0], [0.0, 0.0, 0.0], [0.0, 0.0, 0.0], [0.0, 0.0, 0.0], [0.0, 0.0, 0.0], [0.0, 0.0, 0.0], [0.0, 0.0, 0.0], [0.0, 0.0, 0.0], [0.0, 0.0, 0.0], [0.0, 0.0, 0.0], [0.0, 0.0, 0.0], [0.1, -0.2, 0.1], [0.0, 0.0, 0.0], [0.1, 0.0, 0.0], [0.0, 0.0, 0.0], [0.0, 0.0, 0.0], [0.0, 0.0, 0.0], [0.0, 0.0, 0.0], [0.0, -0.1, 0.0], [-0.2, 0.0, 0.1], [0.0, 0.0, 0.0], [0.0, 0.0, 0.0], [0.0, 0.0, 0.0], [0.0, 0.0, 0.0], [0.0, 0.0, 0.0], [0.0, 0.0, 0.0], [0.0, 0.0, 0.0], [0.0, 0.0, 0.0], [0.0, 0.0, 0.0], [0.0, 0.0, 0.0], [0.0, 0.0, 0.0], [0.0, 0.0, 0.0], [0.0, 0.0, 0.0], [0.0, 0.0, 0.0], [0.0, 0.0, 0.0], [0.0, 0.0, 0.0], [0.0, 0.0, 0.0], [0.0, 0.0, 0.0], [0.0, 0.0, 0.0], [0.0, 0.0, 0.0], [0.0, 0.0, 0.0], [0.0, 0.0, 0.0], [0.0, 0.0, 0.0], [0.0, 0.0, 0.0], [0.0, 0.0, 0.0], [0.0, 0.0, 0.0], [0.0, 0.0, 0.0], [0.0, 0.0, 0.0], [0.0, 0.0, 0.0], [0.0, 0.0, 0.0], [0.0, 0.0, 0.0], [0.0, 0.0, 0.0], [0.0, 0.0, 0.0], [0.0, 0.0, 0.0], [0.0, 0.0, 0.0], [0.0, 0.0, 0.0], [0.0, 0.0, 0.0], [0.0, 0.0, 0.0], [0.0, 0.0, 0.0], [0.1, -0.1, 0.0], [-0.1, 0.0, 0.1], [0.2, 0.0, -0.2], [-0.1, 0.0, 0.0], [0.0, 0.0, 0.0], [0.0, 0.0, 0.0], [0.0, 0.0, 0.0], [0.0, 0.0, 0.0], [0.0, 0.0, 0.0], [0.0, 0.0, 0.0], [0.0, 0.0, 0.0], [0.0, 0.0, 0.0], [0.0, 0.0, 0.0], [0.0, 0.0, 0.0], [0.0, 0.0, 0.0], [0.0, 0.0, 0.0], [0.0, 0.0, 0.0], [0.0, 0.0, 0.0], [0.0, 0.0, 0.0], [0.0, 0.0, 0.0], [0.0, 0.0, 0.0], [0.0, 0.0, 0.0], [0.0, 0.0, 0.0], [0.0, 0.1, 0.0], [0.2, -0.1, 0.1], [0.0, 0.0, 0.0], [0.0, 0.0, 0.0], [0.0, 0.0, 0.0], [0.0, 0.0, 0.0]], "homo_ha": -0.3767, "mol_weight_g_mol": 1077.10, "charge": 1, "e_above_lowest_kj_mol": 55.5, "lumo_energy_ev": -2.22, "largest_force_ev_per_a": 0.58}